[1]
Density functional theory data (ωB97M-V/def2-TZVPD) for an isolated molecule of C2H5ClNOP at a distorted geometry.

Element x y z (Å)
C 0.7484 -0.0180 -0.0231
C -0.3151 -0.5527 1.2774
N 0.0177 -0.1196 -1.1957
O -1.3236 0.1637 1.4760
P -0.9176 1.0084 -1.9648
Cl -0.5057 2.7160 -1.0330
H 0.9044 1.0534 0.1170
H 1.5391 -0.7039 -0.1573
H -0.7481 -1.6183 0.9435
H 0.5785 -0.8245 1.9250
H 0.0220 -1.1046 -1.3649

Output
- Kohn-Sham gap (alpha / beta): 7.49 / 6.09 eV
- ΔE to the lowest compared entry with this formula, charge and spin: 402.69 kJ/mol
- Charge: 0

=====

[2]
Density functional theory data (ωB97M-V/def2-TZVPD) for a structure of composition C2H5ClS at a distorted geometry.

Element x y z (Å)
C 0.3623 -0.7705 0.2968
C 0.5780 0.6906 0.1645
H -1.9762 0.6507 -1.1321
H -0.3529 -1.2472 -0.3661
H 0.4223 -1.2081 1.2899
H 0.0083 1.2254 -0.5901
H 0.7878 1.2601 1.0656
S 1.9404 -0.3192 -0.4557
Cl -1.7700 -0.2818 -0.2728

Output
- Kohn-Sham gap: 8.97 eV
- ΔE to the lowest compared entry with this formula, charge and spin: 276.81 kJ/mol
- Charge: 0

=====

[3]
Density functional theory data (ωB97M-V/def2-TZVPD) for a cluster of 2 separate species, C2H5ClS2 in total at a distorted geometry.

Element x y z (Å)
C 0.5995 0.0113 -0.6276
C -0.5056 -0.8524 -0.2030
S -0.4367 -2.0758 1.0845
S -0.8742 1.0833 2.1037
Cl -2.0177 -0.7181 -0.9443
H 0.2808 0.8470 -1.2706
H 1.0568 0.3538 0.2647
H 1.3169 -0.5608 -1.3305
H -1.7986 -2.0154 1.3951
H -0.9589 -0.2088 2.3361

Output
- Kohn-Sham gap (alpha / beta): 5.60 / 8.82 eV
- ΔE to the lowest compared entry with this formula, charge and spin: 334.35 kJ/mol
- Charge: 0

=====

[4]
Density functional theory data (ωB97M-V/def2-TZVPD) for a cluster of 2 separate species, C2H5ClS2 in total at a distorted geometry.

Element x y z (Å)
C 0.7804 0.4230 -0.8791
C 0.0094 -0.5177 -0.0153
S 0.6123 -0.7405 1.6094
S -2.0649 0.9819 0.2120
Cl -0.6276 -1.9161 -0.7980
H 0.1712 0.7413 -1.7215
H 1.0641 1.3007 -0.3021
H 1.6835 -0.0616 -1.2512
H -0.0826 -1.8341 1.8913
H -1.5458 1.6232 1.2545

Output
- Kohn-Sham gap: 7.66 eV
- ΔE to the lowest compared entry with this formula, charge and spin: 198.80 kJ/mol
- Charge: 0

=====

[5]
Density functional theory data (ωB97M-V/def2-TZVPD) for a cluster of 2 separate species, C2H5F2N in total at a distorted geometry.

Element x y z (Å)
C 0.5734 1.0951 -0.1428
C 0.0812 -0.3258 0.1985
N -0.4717 -1.0717 -0.8646
F 1.3510 1.5795 0.8658
F -0.8373 -0.3358 1.3514
H -0.1557 1.8865 -0.2583
H 1.0753 0.9386 -1.1138
H 1.1709 -1.3403 0.5328
H -1.4517 -0.8127 -1.1396
H -0.5790 -1.9769 -0.6036

Output
- Kohn-Sham gap: 11.78 eV
- ΔE to the lowest compared entry with this formula, charge and spin: 232.85 kJ/mol
- Charge: 0

=====

[6]
Density functional theory data (ωB97M-V/def2-TZVPD) for a cluster of 2 separate species, C2H5F2NS in total at a distorted geometry.

Element x y z (Å)
C 1.1199 -1.1219 -0.0775
C -2.0818 1.3326 -0.4791
N 1.3707 0.0433 0.7697
F -3.2208 0.6141 -0.4829
F -1.5380 1.4224 -1.6375
S 0.1833 0.4474 1.8985
H 1.6913 -2.0762 0.1561
H 0.1395 -1.3996 0.1082
H 1.4411 -0.9586 -1.1754
H -1.3277 1.0323 0.3262
H 2.2225 0.6641 0.5937

Output
- Kohn-Sham gap (alpha / beta): 9.05 / 7.30 eV
- ΔE to the lowest compared entry with this formula, charge and spin: 347.56 kJ/mol
- Charge: 0

=====

[7]
Density functional theory data (ωB97M-V/def2-TZVPD) for an isolated molecule of C2H5FIN at a distorted geometry.

Element x y z (Å)
C 1.0057 0.3239 0.4663
C -0.4993 -0.0193 0.6957
N -1.1859 -0.6152 -0.8729
F -1.7246 0.4539 -1.5759
I 0.0690 -1.5650 -2.2878
H 1.1262 1.2221 1.0422
H 1.8601 -0.4178 0.7885
H 1.1449 0.3984 -0.6214
H -0.7817 -0.6692 1.4911
H -1.0142 0.8882 0.8742

Output
- Kohn-Sham gap: 8.43 eV
- ΔE to the lowest compared entry with this formula, charge and spin: 392.54 kJ/mol
- Charge: 0

=====

[8]
Density functional theory data (ωB97M-V/def2-TZVPD) for an isolated molecule of C2H5FN2 at a distorted geometry.

Element x y z (Å)
H -2.0421 0.4430 -0.2983
N -1.5362 -0.4371 -0.4842
C -0.3111 -0.3420 -0.2161
N 0.6885 -1.3069 -0.3002
C 0.1676 0.8680 0.5716
F 1.3712 1.2885 0.1131
H 0.4952 -1.9737 -1.0127
H 1.5826 -0.8001 -0.3570
H -0.5828 1.6335 0.4208
H 0.1670 0.6269 1.5630

Output
- Kohn-Sham gap: 10.83 eV
- ΔE to the lowest compared entry with this formula, charge and spin: 5.67 kJ/mol
- Charge: 0

=====

[9]
Density functional theory data (ωB97M-V/def2-TZVPD) for an isolated molecule of C2H5FN2O at a distorted geometry.

Element x y z (Å)
N -2.0542 -0.6431 -0.1723
N -1.2736 0.4465 0.1361
C 0.0336 0.4986 0.0469
O 0.6944 1.5079 -0.0652
C 0.7655 -0.9477 0.0887
F 2.1173 -0.5013 -0.0986
H -2.6164 -1.1418 0.7611
H -2.5409 -0.3735 -1.1460
H -1.8725 1.2646 0.5620
H 0.2424 -1.7967 -0.5460
H 0.6767 -1.4329 1.2185

Output
- Kohn-Sham gap: 10.23 eV
- ΔE to the lowest compared entry with this formula, charge and spin: 256.87 kJ/mol
- Charge: 0

=====

[10]
Density functional theory data (ωB97M-V/def2-TZVPD) for a structure of composition C2H5FO2Rh at a distorted geometry.

Element x y z (Å)
O 0.7472 0.4259 -1.5160
C -0.4771 0.4241 -0.9274
O -0.5899 -0.6109 0.0411
C -0.8898 -0.1613 1.3384
Rh 2.2748 -0.4019 -1.1767
H -1.2804 0.2055 -1.6552
H -0.6872 1.3904 -0.4190
H -1.1636 -1.0336 1.9442
H -1.7356 0.5492 1.3253
H -0.0221 0.3319 1.8058
F 3.8236 -1.1194 -0.7605

Output
- Kohn-Sham gap (alpha / beta): 11.60 / 6.03 eV
- Multiplicity: 5
- Charge: +1

=====

[11]
Density functional theory data (ωB97M-V/def2-TZVPD) for an isolated molecule of C2H5FO3P2S at a distorted geometry.

Element x y z (Å)
C -0.5183 -1.8529 1.0097
C 0.7452 -1.4933 0.9953
S 1.2962 -0.2940 -0.2299
O 0.4089 -0.4321 -1.3809
O 2.6810 -0.5510 -0.4122
O 1.1009 1.3423 0.5378
P -0.2664 2.2148 0.2626
F -1.1888 1.4023 1.4148
P -1.2258 1.2991 -1.4460
H -1.0036 -2.5585 1.6911
H -1.1868 -1.3192 0.3611
H 1.6661 -1.9429 1.3846
H -2.1944 2.2707 -1.6681
H -0.3141 1.9145 -2.5199

Output
- Kohn-Sham gap: 8.60 eV
- Charge: 0

=====

[12]
Density functional theory data (ωB97M-V/def2-TZVPD) for a cluster of 2 separate species, C2H5FOS in total at a distorted geometry.

Element x y z (Å)
C 1.0990 -0.6059 -0.3747
C -1.6279 0.4594 0.9140
O 1.3539 1.4083 -1.9628
F -2.5343 -0.5666 0.6436
S 2.1844 0.3291 -1.4584
H 1.6651 -1.0097 0.5786
H 0.7318 -1.4581 -0.8677
H 0.0881 -0.1832 -0.0865
H -2.0536 1.3856 0.8549
H -0.9064 0.2410 1.7589

Output
- Kohn-Sham gap (alpha / beta): 8.32 / 8.65 eV
- ΔE to the lowest compared entry with this formula, charge and spin: 312.87 kJ/mol
- Charge: 0

=====

Going through the records in order, we get calculated total energy values of -1010.6294, -937.4528, -1335.6468, -1335.6985, -333.6132, -731.7377, -531.3576, -288.5666, -363.7131, -439.6209, -1485.6279, -652.3378 Ha.